# 1
Here is a structure of composition C13H22N3O5PS from OMol25. Energies are from ωB97M-V/def2-TZVPD.

Geometry as XYZ:
```
45
C13H22N3O5PS | OMol25 | ωB97M-V/def2-TZVPD
C 3.4600 0.3915 1.3232
C 2.2627 0.7043 0.3738
C 2.1582 -0.4320 -0.7045
C 2.7961 -0.0189 -2.0605
C 0.7506 -1.0024 -0.7953
C 0.5282 -2.2925 -0.1520
O 1.5830 -2.9424 0.4463
C -0.6668 -2.9080 -0.1150
P -0.9655 -4.5039 0.7381
O 0.0754 -4.8536 1.7049
O -2.3575 -4.3006 1.5260
O -1.2036 -5.6256 -0.3665
C -1.7910 -2.2998 -0.7661
N -3.0224 -2.7484 -0.8560
S -3.8477 -1.6124 -1.6782
N -2.6758 -0.5420 -1.9338
C -1.5692 -1.0235 -1.3946
C -0.2914 -0.3849 -1.3947
C -0.1958 0.9951 -2.0489
N -0.4227 2.1242 -1.1277
C -1.7934 2.1698 -0.6050
H 3.9009 1.3193 1.7016
H 3.1619 -0.2518 2.1577
H 4.2477 -0.1334 0.7696
H 1.3585 0.7041 0.9929
H 2.4762 1.6762 -0.0783
H 2.7862 -1.2373 -0.3160
H 3.0978 1.0356 -2.0208
H 3.7127 -0.5831 -2.2606
H 2.1388 -0.1254 -2.9234
H 1.7718 -2.4737 1.2704
H -2.3108 -3.3952 1.8653
H -0.3457 -6.0277 -0.5629
H -1.0046 1.0399 -2.7897
H 0.7252 1.1658 -2.5990
H 0.1736 1.9757 -0.3199
H -1.9791 1.3844 0.1516
H -2.5384 2.0225 -1.3899
H -1.9898 3.1206 -0.1036
C -2.1916 5.3137 2.7627
O -1.9545 4.0410 2.1671
H -2.9643 5.8182 2.1883
H -2.5326 5.1938 3.7941
H -1.2810 5.9176 2.7462
H -1.2705 3.6056 2.6830
```

Output
Orbital gap: 8.07 eV
HOMO level: -0.324 Ha

***

# 2
Here is a cluster of 2 separate species, C13H22NO2 in total from OMol25. Energies are from ωB97M-V/def2-TZVPD.

Geometry as XYZ:
```
38
C13H22NO2 | OMol25 | ωB97M-V/def2-TZVPD
C -1.6082 -0.4097 1.3904
C -1.4672 -1.4646 0.5071
C -0.3136 -2.1670 0.1906
C 0.9589 -2.0206 0.7300
C 1.4279 -1.0198 1.5721
C 0.7467 0.0893 2.0512
C -0.6161 0.3633 1.9811
H -2.6327 -0.1111 1.5723
H -2.3853 -1.7853 0.0066
H -0.4325 -2.9495 -0.5645
H 1.6902 -2.7714 0.4228
H 2.4793 -1.0924 1.8616
H 1.3500 0.8408 2.5704
H -0.9364 1.2957 2.4557
C -6.9993 1.2390 1.1005
O -6.0341 0.6880 1.9703
C -4.7377 1.2714 1.8518
C -4.0147 0.8604 3.1185
N -4.0063 -0.5836 3.1448
C -3.9247 -1.2234 4.4298
C -4.3823 -2.6650 4.3178
O -4.0015 -3.1507 3.0343
C -4.1959 -4.5537 2.9319
H -7.9692 0.8842 1.4543
H -7.0088 2.3437 1.0826
H -6.8455 0.9042 0.0665
H -4.2276 0.8704 0.9545
H -4.7915 2.3710 1.8136
H -2.9775 1.2120 3.0759
H -4.5421 1.2693 4.0045
H -4.6562 -1.0101 2.4914
H -2.8687 -1.2308 4.7443
H -4.5421 -0.6988 5.1746
H -3.8660 -3.2264 5.1193
H -5.4827 -2.7360 4.4580
H -3.7879 -4.8528 1.9628
H -3.6923 -5.1354 3.7284
H -5.2669 -4.8083 2.9743
```

Output
Orbital gap: 6.22 eV
Charge: +1
HOMO level: -0.414 Ha
ΔE to the lowest compared entry with this formula, charge and spin: 3.659 eV

***

# 3
Here is a structure of composition C13H23AuI2OP2S from OMol25. Energies are from ωB97M-V/def2-TZVPD.

Geometry as XYZ:
```
43
C13H23AuI2OP2S | OMol25 | ωB97M-V/def2-TZVPD
I -3.8883 0.3152 -1.3429
I 2.9988 0.8723 -1.0322
Au -1.2457 0.3365 -1.3808
P -0.6919 -2.0546 -1.4784
C -0.9465 -3.0800 0.0362
C -1.9588 -2.7261 -2.5747
H -1.7153 -3.7828 -2.7528
H 0.7275 -3.7343 -2.4346
H -1.9035 -2.1275 -3.4928
H 1.1420 -2.0691 -3.0423
H -1.8725 -2.7551 0.5317
H -2.9229 -2.5913 -2.0641
C 0.9105 -2.6795 -2.1489
H -1.0212 -4.1199 -0.3079
H 1.7322 -2.6109 -1.4069
H -0.0864 -3.0045 0.7257
P -0.6195 2.7558 -1.4656
C -0.7909 3.6597 0.1436
C 0.9282 3.5086 -2.1622
H -1.9254 2.9580 -3.4609
H -1.7132 4.5970 -2.7373
H -2.8859 3.4170 -2.0044
C -1.9194 3.5326 -2.5202
H 1.1892 2.9417 -3.0686
H 0.8162 4.5800 -2.4170
H -0.7686 4.7560 0.0029
H 0.0473 3.3517 0.7911
H 1.7437 3.3853 -1.4264
H -1.7461 3.3572 0.6006
C -0.6437 0.3005 0.5907
O -1.2466 0.7317 1.5354
S 1.0557 -0.5553 0.5143
C 1.3487 -0.8589 2.2214
C 2.5990 -0.4343 2.6694
C 2.9392 -0.5538 3.9931
C 2.0405 -1.1655 4.8726
C 0.7973 -1.6318 4.4254
C 0.4306 -1.4840 3.0835
H 3.2681 0.0220 1.9156
H 3.9030 -0.1669 4.3227
H 2.3017 -1.2612 5.9222
H 0.1158 -2.0983 5.1228
H -0.5230 -1.8331 2.7009
```

Output
⟨S²⟩: 2.012
Spin multiplicity: 3
Orbital gap (alpha / beta): 5.74 / 4.77 eV
Charge: +2
HOMO level (alpha / beta): -0.543 / -0.549 Ha
ΔE to the lowest compared entry with this formula, charge and spin: 0.000 eV

***

# 4
Here is a structure of composition C13H23BBrNO4Sr from OMol25. Energies are from ωB97M-V/def2-TZVPD.

Geometry as XYZ:
```
44
C13H23BBrNO4Sr | OMol25 | ωB97M-V/def2-TZVPD
C 3.4306 -1.4142 1.9808
C 2.4467 -2.0579 1.3362
C 2.2297 -1.9826 -0.1627
C 0.7568 -1.7202 -0.5725
B 0.7278 -2.1181 -2.1497
O 1.6857 -1.5934 -2.9908
O -0.1848 -3.0048 -2.6636
N -0.1299 -2.7312 0.1086
C -0.8746 -2.0290 1.0215
O -1.0885 -2.2667 2.1818
C -1.3110 -0.7822 0.2508
C -2.1785 0.1012 1.1370
C -2.3006 1.5796 0.7224
C -3.7273 2.0904 0.9052
Br -4.7168 2.0437 -0.8661
C 0.1040 -0.3138 -0.2332
C 0.8901 0.6327 0.6748
C 1.0117 2.0811 0.1711
C 1.4469 2.2145 -1.2969
O 2.4744 3.1738 -1.4757
H 4.4276 -1.3196 1.5610
H 3.2518 -0.9560 2.9480
H 1.7386 -2.6725 1.8859
H 2.4908 -2.9556 -0.6044
H 2.9055 -1.2545 -0.6087
H 1.8011 -0.6573 -2.7958
H -1.0835 -2.6888 -2.5422
H 0.3461 -3.5376 0.4939
H -1.8445 -1.0900 -0.6495
H -1.8632 0.0040 2.1750
H -3.1846 -0.3305 1.0980
H -1.9951 1.7485 -0.3091
H -1.7237 2.2013 1.4089
H -4.3310 1.4640 1.5574
H -3.7639 3.1173 1.2600
H -0.0848 0.1392 -1.2128
H 0.4137 0.6598 1.6606
H 1.8975 0.2766 0.8557
H 1.8047 2.5475 0.7604
H 0.1159 2.6767 0.3491
H 0.5822 2.5389 -1.8935
H 1.8102 1.2691 -1.6970
H 2.1877 3.9933 -1.0603
Sr -6.5914 2.9233 -2.7198
```

Output
Orbital gap: 2.58 eV
Charge: +2
HOMO level: -0.451 Ha

***

# 5
Here is a cluster of 2 separate species, C13H23BF4N2O2S in total from OMol25. Energies are from ωB97M-V/def2-TZVPD.

Geometry as XYZ:
```
46
C13H23BF4N2O2S | OMol25 | ωB97M-V/def2-TZVPD
C -3.2035 1.1158 -1.5500
C -3.0844 -0.0518 -0.5970
O -1.6919 -0.2836 -0.3306
C -1.3740 -0.5149 0.9874
N 0.0837 -0.3292 1.0448
N 0.7938 -1.4650 1.0882
C 2.1037 -1.3247 0.9807
C 2.9206 -2.5772 0.8351
S 2.4432 -3.2846 -0.7771
C 2.8925 -1.9535 -1.9154
C 1.6656 -1.3816 -2.6456
C 2.7238 -0.0795 0.9028
C 1.9733 1.0283 0.8967
C 0.5951 0.8894 0.9452
C -0.2927 2.0776 0.8971
C -0.7704 2.5086 2.3039
C 0.1787 3.5230 2.9230
O -0.0036 4.8210 2.4098
H -2.2895 1.2256 -2.1116
H -4.0431 0.9970 -2.2174
H -3.3447 2.0347 -0.9866
H -3.6347 0.1604 0.3169
H -3.4698 -0.9474 -1.0506
H -1.8873 0.1344 1.6923
H -1.5834 -1.5426 1.2624
H 3.9745 -2.3387 0.8235
H 2.6686 -3.3039 1.5895
H 3.3896 -1.1552 -1.3752
H 3.6238 -2.3292 -2.6110
H 1.5435 -0.3333 -2.3949
H 1.8012 -1.4611 -3.7103
H 0.7597 -1.8876 -2.3430
H 3.7939 -0.0390 0.8363
H 2.4099 2.0025 0.8105
H -1.1081 1.9465 0.2020
H 0.2992 2.8947 0.5100
H -1.7689 2.9165 2.2483
H -0.7741 1.6562 2.9727
H 1.1923 3.1626 2.7562
H 0.0421 3.5755 3.9926
H 0.4806 4.9326 1.5931
B -2.0098 -3.0095 -2.2550
F -2.8546 -3.6607 -3.1466
F -0.8597 -3.7745 -2.0198
F -1.6317 -1.7487 -2.7658
F -2.6730 -2.8257 -1.0174
```

Output
Orbital gap: 6.88 eV
HOMO level: -0.326 Ha

***

# 6
Here is a structure of composition C13H23BF4N4O9S2Sr from OMol25. Energies are from ωB97M-V/def2-TZVPD.

Geometry as XYZ:
```
57
C13H23BF4N4O9S2Sr | OMol25 | ωB97M-V/def2-TZVPD
Sr -0.6824 -0.2001 -0.9406
C 1.6859 0.6538 1.9735
C 0.6290 1.7350 1.9406
O 0.5304 2.3779 0.6837
C 1.6255 3.1500 0.2570
C 2.6286 2.3902 -0.6031
O 1.9305 1.8253 -1.6853
C 2.7140 1.0068 -2.5230
C 3.1125 -0.3210 -1.8989
O 1.9591 -1.0523 -1.5531
C 2.1402 -1.9853 -0.4989
C 2.3757 -1.2723 0.8316
O 1.5776 -0.1074 0.7862
H 1.5562 0.0268 2.8584
H 2.7027 1.0826 2.0159
H 0.8181 2.4715 2.7366
H -0.3531 1.2918 2.0927
H 2.1394 3.6029 1.1178
H 1.1985 3.9572 -0.3439
H 3.1410 1.6175 -0.0279
H 3.3872 3.1031 -0.9708
H 3.6348 1.5388 -2.8179
H 2.1120 0.8431 -3.4164
H 3.7472 -0.1609 -1.0223
H 3.7044 -0.8864 -2.6350
H 2.9355 -2.7059 -0.7267
H 1.2166 -2.5598 -0.4449
H 3.4275 -0.9738 0.9824
H 2.0632 -1.9107 1.6649
O -2.1477 1.0293 0.5692
N -3.1827 0.3073 0.9672
C -3.3095 0.1136 2.2939
C -4.3610 -0.5948 2.8163
C -5.2954 -1.1294 1.9255
C -5.1282 -0.9464 0.5791
C -4.0382 -0.2245 0.0438
S -3.7709 -0.0496 -1.6229
H -2.4914 0.5104 2.8692
H -4.4004 -0.7645 3.8815
H -6.1349 -1.7109 2.2866
H -5.8130 -1.3763 -0.1376
F -1.0240 -2.6046 -1.1345
B -0.8835 -4.0264 -1.4925
F -2.1422 -4.5876 -1.5364
F -0.2460 -4.0801 -2.7239
F -0.0900 -4.6078 -0.5045
N -1.0585 3.2788 -1.7601
H -0.1976 2.8386 -2.0766
H -1.7902 2.7462 -2.2241
H -1.1498 3.0467 -0.7748
O -0.9017 -0.8314 4.2354
N -0.2735 -1.4192 3.3307
O 0.7278 -2.1094 3.6123
O -0.6294 -1.2967 2.1437
O 0.5284 -0.0878 -5.6842
S -0.1317 -0.4492 -4.4093
N -0.3231 0.4870 -3.3057
```

Output
Orbital gap: 6.59 eV
Charge: -2
HOMO level: -0.084 Ha

***

Computed calculated total energy, in the same sequence as the records: -48670.8535; -19413.4307; -65191.0975; -95072.2708; -43314.2273; -72300.9937 eV.
Computed strongest force on any atom, in the same sequence as the records: 2.32; 0.84; 4.55; 1.63; 1.25; 1.02 eV/A.
Computed molar mass, in the same sequence as the records: 363.38; 224.32; 740.12; 435.67; 358.21; 617.90 g mol⁻¹.